(1)
DFT (ωB97M-V with the def2-TZVPD basis set) results for a molecular structure, C5H5FLiO4Y.

ORCA input file:
```
! wB97M-V def2-TZVPD RIJCOSX def2/J DEFGRID3
* xyz 3 2
H -0.309 -1.137 1.725
O -1.057 -0.307 -0.010
O -3.054 -1.078 0.380
O -2.817 0.897 -0.734
C -0.895 -1.427 0.852
C -2.148 -1.984 0.904
C -2.404 -0.063 -0.173
H -2.546 -2.774 1.531
C 2.691 1.090 1.134
C 2.314 -0.312 0.912
O 2.124 -0.375 -0.475
Li 3.062 -1.537 -1.518
Y 0.621 1.007 -1.131
F 1.692 1.921 0.593
H 3.085 1.510 2.056
H 1.932 -1.618 1.185
H 1.875 -0.461 1.924
*
```

Results
Frontier orbital gap (alpha / beta) = 6.10 / 6.95 eV
Highest occupied orbital energy (alpha / beta) = -19.76 / -20.78 eV
<S²> = 0.784

What are the Mulliken partial charges on each atom? They are as follows, in elementary charge units: 0.31 -0.21 -0.20 -0.40 -0.32 -0.04 0.62 0.40 -0.38 0.07 -0.71 0.89 2.12 -0.25 0.43 0.42 0.25



(2)
DFT (ωB97M-V with the def2-TZVPD basis set) results for a molecular structure, C5H5FN2O.

ORCA input file:
```
! wB97M-V def2-TZVPD RIJCOSX def2/J DEFGRID3
* xyz 0 1
C -1.576 1.245 1.280
C -1.849 -0.065 1.052
C -0.036 0.525 -0.003
C 1.805 -1.275 -1.091
C 1.227 0.365 -0.809
N -0.420 1.608 0.616
N -0.875 -0.524 0.218
O 1.755 -1.873 -0.073
F 1.148 1.140 -1.967
H -1.970 2.051 1.822
H -2.626 -0.619 1.338
H 2.011 0.870 -0.338
H 2.276 -1.942 -2.224
H -0.872 -1.506 0.180
*
```

Results
Frontier orbital gap = 9.79 eV
Highest occupied orbital energy = -9.19 eV
ΔE to the lowest compared entry with this formula, charge and spin = 69.10 kcal per mole

What are the Mulliken partial charges on each atom? They are as follows, in elementary charge units: -0.30 -0.58 0.29 -0.02 0.22 -0.58 -0.05 -0.38 -0.31 0.46 0.50 0.23 0.28 0.24



(3)
DFT (ωB97M-V with the def2-TZVPD basis set) results for 2 unconnected molecules or ions with the total composition C5H5FN2O.

ORCA input file:
```
! wB97M-V def2-TZVPD RIJCOSX def2/J DEFGRID3
* xyz 0 1
C 2.216 -1.128 0.516
C 2.629 0.065 -0.001
C 0.466 -0.136 -0.114
C -1.040 0.400 -0.213
C -3.272 0.028 0.168
N 0.931 -1.177 0.488
N 1.522 0.629 -0.492
O -1.087 1.538 -0.591
F -3.650 -1.255 -0.165
H 2.841 -1.909 0.809
H 3.602 0.416 -0.269
H -3.430 0.082 1.299
H -3.470 0.888 -0.585
H 1.741 1.559 -0.851
*
```

Results
Frontier orbital gap = 8.79 eV
Highest occupied orbital energy = -8.69 eV
ΔE to the lowest compared entry with this formula, charge and spin = 104.14 kcal per mole

What are the Mulliken partial charges on each atom? They are as follows, in elementary charge units: -0.33 -0.26 0.16 0.22 -0.03 -0.58 -0.04 -0.48 -0.22 0.43 0.36 0.24 0.25 0.26



(4)
DFT (ωB97M-V with the def2-TZVPD basis set) results for a single C5H5FO molecule.

ORCA input file:
```
! wB97M-V def2-TZVPD RIJCOSX def2/J DEFGRID3
* xyz 0 1
C 0.289 -0.616 1.532
C 0.060 -0.008 0.353
C -0.185 -0.643 -1.025
C -0.300 0.633 -1.797
C -0.352 1.709 -1.010
H 0.387 -0.198 2.517
H 0.645 -1.207 -1.358
H -1.083 -1.278 -1.019
H -0.454 0.642 -2.851
H -0.389 2.786 -1.151
O 0.030 1.331 0.291
F 0.398 -1.983 1.468
*
```

Results
SMILES = F/C=C1\CC=CO1
Frontier orbital gap = 9.17 eV
Highest occupied orbital energy = -8.18 eV
ΔE to the lowest compared entry with this formula, charge and spin = 24.58 kcal per mole

What are the Mulliken partial charges on each atom? They are as follows, in elementary charge units: -0.28 0.25 -0.32 -0.42 -0.27 0.40 0.26 0.27 0.39 0.39 -0.41 -0.27



(5)
DFT (ωB97M-V with the def2-TZVPD basis set) results for 2 unconnected molecules or ions with the total composition C5H5FO2.

ORCA input file:
```
! wB97M-V def2-TZVPD RIJCOSX def2/J DEFGRID3
* xyz 0 1
C 1.201 -0.281 0.486
C -0.056 -0.954 0.597
C -1.069 -0.374 -0.085
C -0.572 0.952 -0.552
C 0.851 0.986 -0.221
H 1.170 -2.337 -0.667
H 1.802 -0.248 1.477
H -0.162 -1.893 1.251
H -1.110 1.403 -1.373
H 1.527 1.530 -0.964
O 1.895 -1.117 -0.540
O 0.035 1.931 0.498
F -2.310 -0.772 -0.082
*
```

Results
Frontier orbital gap = 9.25 eV
Highest occupied orbital energy = -9.46 eV
ΔE to the lowest compared entry with this formula, charge and spin = 111.98 kcal per mole

What are the Mulliken partial charges on each atom? They are as follows, in elementary charge units: 0.71 -1.11 0.28 -0.10 -0.36 0.37 0.26 0.48 0.46 0.37 -0.64 -0.44 -0.28



(6)
DFT (ωB97M-V with the def2-TZVPD basis set) results for a single C5H5FOS molecule.

ORCA input file:
```
! wB97M-V def2-TZVPD RIJCOSX def2/J DEFGRID3
* xyz 0 1
C -0.836 1.538 2.098
C -0.078 0.604 1.590
C 0.548 -0.794 -0.088
C 0.598 -1.270 -1.343
C 0.044 -0.508 -2.408
H -0.982 1.667 3.175
H 0.611 0.088 2.296
H 0.871 -1.385 0.759
H 1.088 -2.211 -1.635
H -0.230 0.514 -2.065
O 0.087 0.404 0.256
F -1.642 2.379 1.355
S -0.080 -1.026 -3.990
*
```

Results
SMILES = F/C=C\O/C=C\C=S
Frontier orbital gap = 7.87 eV
Highest occupied orbital energy = -8.53 eV
ΔE to the lowest compared entry with this formula, charge and spin = 56.88 kcal per mole

What are the Mulliken partial charges on each atom? They are as follows, in elementary charge units: -0.16 -0.02 0.11 -0.30 -0.31 0.30 0.22 0.26 0.31 0.30 -0.25 -0.23 -0.24